# 1
11
Properties=species:S:1:pos:R:3:forces:R:3:lowdin_charge:R:1 method="wB97M-V/def2-TZVPD" orbital_gap_ev=6.1028 total_charge=-1
S -1.9595 0.3901 0.9940 -0.2 0.6 0.8 -0.1272
H -2.9942 -0.0230 0.2761 -0.4 -0.2 -0.3 -0.4467
C 1.3458 0.9830 0.6340 -2.6 0.6 -0.3 -0.4989
S 1.5152 -0.2988 -0.6504 0.7 0.3 -0.6 0.6535
C -0.1235 -1.0590 -0.9430 0.7 -1.1 0.3 -0.5346
H 2.0814 1.7828 0.6897 0.6 -0.7 -0.2 0.0177
H 1.0063 0.6166 1.6019 0.7 -0.4 0.2 0.0096
H 0.4198 1.5219 0.3623 0.3 -0.1 -0.1 -0.0335
H 0.0503 -1.8944 -1.6343 0.6 0.0 0.1 0.0123
H -0.3654 -1.4746 0.0248 -0.6 -0.1 -0.1 -0.0409
H -0.9761 -0.5446 -1.3551 0.2 0.9 0.2 -0.0114

=====

# 2
12
Properties=species:S:1:pos:R:3:forces:R:3:lowdin_charge:R:1 method="wB97M-V/def2-TZVPD" orbital_gap_ev=5.4446 total_charge=-1
C -0.5882 -1.5473 0.7122 -1.5 0.8 -0.6 -0.5700
S -1.7712 -2.8380 1.2391 0.4 -0.1 -0.1 0.5541
H -0.4741 -0.8285 1.5135 1.0 -0.3 0.2 -0.0229
H 0.2559 -1.8801 0.1218 0.4 -0.2 0.7 0.0190
H -1.1102 -0.8985 -0.0116 -0.3 -0.5 0.1 -0.0164
C 0.4643 2.8629 -2.1143 0.2 -1.3 1.9 -0.4821
S 0.4055 1.1604 -1.2632 0.1 0.3 -0.7 0.0342
S 1.3999 1.1382 0.5630 0.0 0.6 -0.4 -0.3193
H -0.1569 3.4693 -1.4583 -0.1 0.4 -0.5 -0.0066
H 0.0789 2.6924 -3.1119 -0.1 0.2 -0.1 -0.0059
H 1.4820 3.2422 -2.1016 0.1 0.0 -0.2 0.0004
H -0.9723 -3.4562 2.1318 -0.1 0.1 -0.1 -0.1844

=====

# 3
10
Properties=species:S:1:pos:R:3:forces:R:3:lowdin_charge:R:1 method="wB97M-V/def2-TZVPD" orbital_gap_ev=13.9758 total_charge=0 smiles=C.C
C -0.2593 5.2053 -6.2282 0.0 -0.1 0.1 -0.0664
H 0.6187 4.9874 -6.8540 -0.3 0.1 0.2 0.0236
H -0.7567 4.2637 -5.9527 0.2 0.3 -0.1 0.0188
H -0.9611 5.8402 -6.7889 0.3 -0.2 0.2 0.0206
H 0.0615 5.7306 -5.3166 -0.1 -0.3 -0.4 0.0032
C 0.1524 8.4821 -5.3316 0.0 0.1 0.0 -0.0648
H -0.2252 9.4848 -5.5807 0.1 -0.3 0.1 0.0191
H 1.1292 8.5708 -4.8337 -0.3 0.0 -0.2 0.0232
H 0.2630 7.8922 -6.2535 0.0 0.3 0.4 0.0031
H -0.5578 7.9796 -4.6584 0.3 0.2 -0.3 0.0197

=====

# 4
15
Properties=species:S:1:pos:R:3:forces:R:3:lowdin_charge:R:1 method="wB97M-V/def2-TZVPD" orbital_gap_ev=6.3868 total_charge=0
C 2.1880 0.2415 0.8455 0.8 -4.4 2.2 -0.1339
C -1.8185 0.4925 -0.9770 1.0 0.1 0.3 -0.3169
N 0.2124 -1.0057 1.2366 2.0 2.8 3.6 0.0506
N 0.7473 0.1486 0.6686 -0.7 2.1 -1.0 -0.3986
Si -0.1422 1.1395 -0.4331 -1.4 -2.7 0.3 0.4235
Cl -2.6990 -2.1706 -2.0754 0.3 0.2 0.2 -0.3272
Cl 0.8840 2.4661 -1.5244 0.3 0.0 0.2 0.4094
H 2.6495 -0.4668 0.0927 0.0 1.4 0.5 0.1018
H 2.6733 1.1831 1.0086 -0.2 0.6 -0.4 0.0595
H 2.3385 -0.4225 1.8350 0.0 1.8 -1.9 0.1250
H -2.5742 0.6657 -0.2011 0.1 0.0 -0.3 0.0270
H -2.0808 0.9342 -1.9387 -0.1 0.5 0.2 0.0162
H -1.9441 -0.6989 -1.3209 0.3 0.4 0.4 -0.1822
H -0.1893 -1.5753 0.6336 -2.5 -3.1 -3.4 0.0247
H -0.2450 -0.9313 2.1500 0.2 0.4 -0.8 0.1211

=====

# 5
16
Properties=species:S:1:pos:R:3:forces:R:3:lowdin_charge:R:1 method="wB97M-V/def2-TZVPD" orbital_gap_ev="6.1765 / 7.8109" total_charge=+1
C 0.7722 -0.3001 1.2481 0.0 0.5 0.4 -0.1726
C -0.2375 0.7740 1.0196 -0.2 0.0 -0.8 -0.2008
N -1.5355 0.5705 1.3495 0.2 -0.1 0.0 0.1030
N 0.5856 -1.4909 0.3703 0.0 -0.1 -0.6 0.1257
Si -0.0359 1.0779 -2.3118 0.2 -0.5 1.3 -0.5502
Cl -1.7650 1.0206 -3.3430 -0.3 0.0 -0.2 0.2672
Cl 1.3046 2.3144 -3.1519 0.3 0.3 -0.2 0.2772
Cl 0.8072 -0.8912 -2.5244 0.1 0.1 -0.6 0.2604
H 0.7316 -0.6381 2.2927 0.0 -0.1 -0.1 0.1412
H 1.7648 0.1018 1.0513 0.0 -0.1 0.0 0.1366
H 0.1056 1.7920 1.0776 0.1 0.1 0.0 0.1059
H -2.1696 1.3486 1.2745 -0.1 0.0 0.0 0.1198
H -1.9559 -0.3414 1.2644 -0.1 0.1 0.1 0.1072
H 0.7241 -1.2309 -0.6743 -0.2 -0.2 1.0 -0.0479
H -0.3557 -1.8821 0.4518 0.2 -0.1 0.0 0.1572
H 1.2594 -2.2252 0.6056 -0.1 0.0 0.0 0.1699

=====

# 6
15
Properties=species:S:1:pos:R:3:forces:R:3:lowdin_charge:R:1 method="wB97M-V/def2-TZVPD" orbital_gap_ev=10.0385 total_charge=+1
C -0.6593 -0.6031 0.9871 1.4 1.3 0.0 -0.1414
C -0.2733 0.7595 0.4483 -1.6 0.9 -1.6 -0.4009
N -1.1244 -1.3218 -0.2087 -0.4 -0.6 2.2 0.0421
N -1.0181 1.2454 -0.5120 1.1 0.5 0.9 0.2713
O 0.7593 1.3686 0.8345 2.2 0.9 1.9 0.1502
O 1.5216 -0.2195 -0.8956 3.0 -1.1 -1.7 -0.5434
Cl 3.1643 -0.4039 -0.1632 -2.0 0.2 -0.8 0.6238
H 0.2664 -0.9264 1.4873 -0.2 -0.5 -0.3 0.1357
H -1.3932 -0.5544 1.7845 -0.4 0.2 -0.2 0.1440
H 1.7329 -0.4878 -1.8548 -0.4 0.5 1.8 0.0954
H -1.3300 -2.2249 0.2100 -0.6 -0.3 -0.7 0.1037
H -0.2957 -1.4792 -0.7350 0.7 -0.3 -0.8 0.0530
H -1.7677 0.6637 -0.7493 -1.5 -0.8 -0.9 0.1095
H -0.8650 2.1337 -0.9650 0.0 0.0 0.0 0.1619
H 1.2822 2.0501 0.3319 -1.4 -0.8 0.2 0.1951

=====

# 7
14
Properties=species:S:1:pos:R:3:forces:R:3:lowdin_charge:R:1 method="wB97M-V/def2-TZVPD" orbital_gap_ev=9.5289 total_charge=0 smiles=CNP(Cl)NC
C 2.1970 -0.0341 -1.2835 1.9 1.1 1.9 -0.2566
C -1.9923 0.2690 1.5308 -2.9 1.2 -1.8 -0.2532
N 1.0537 -0.7385 -0.8087 -0.6 -0.3 1.2 -0.3860
N -0.7491 0.0708 0.8415 2.8 2.1 -0.2 -0.3899
P -0.3536 0.2015 -0.9274 1.5 1.6 2.9 0.3601
Cl -1.5541 -1.1269 -1.5430 -3.1 -2.7 -1.4 0.3159
H 1.8183 0.4246 -2.1696 0.8 0.4 -1.1 0.0224
H 2.5259 0.8424 -0.5560 -0.3 -1.5 -1.3 0.0961
H 3.0751 -0.7279 -1.3956 -0.9 0.8 -0.3 0.0859
H -2.2622 1.3953 1.5383 0.1 -1.6 0.2 0.0781
H -2.8729 -0.2196 0.8610 1.9 0.7 2.1 0.0921
H -1.8877 -0.0575 2.5923 -0.5 -0.2 -1.0 0.0721
H 1.1472 -1.1881 0.1119 -0.1 0.2 -0.6 0.0802
H -0.1451 0.8890 1.2081 -0.7 -1.9 -0.6 0.0826

=====

# 8
13
Properties=species:S:1:pos:R:3:forces:R:3:lowdin_charge:R:1 method="wB97M-V/def2-TZVPD" orbital_gap_ev=11.0561 total_charge=+1
Cs -1.1083 -1.0718 1.7733 -0.1 0.1 0.0 1.1503
C -0.9918 -1.6247 -1.9101 1.0 0.3 0.5 -0.1360
O -1.7438 -0.7021 -1.1128 -0.4 -0.3 -0.2 -0.2731
H -0.0560 -1.1317 -2.1734 0.0 0.0 -0.5 0.0851
H -0.6608 -2.4381 -1.2644 -0.4 -0.4 -0.1 0.0658
H -1.5186 -1.9884 -2.7923 0.0 0.0 0.2 0.0979
H -2.4023 -0.3174 -1.6958 -0.1 0.2 0.1 0.0860
C 1.6925 1.4817 1.7762 -0.9 -0.3 0.5 -0.1211
O 0.4852 1.2994 1.0064 0.4 0.2 -0.1 -0.2882
H 1.7942 2.5077 2.1298 0.2 0.1 -0.4 0.0927
H 1.4818 0.9089 2.6794 0.5 -0.2 0.1 0.0659
H 2.5679 1.0963 1.2535 0.0 0.2 0.1 0.0909
H 0.4599 1.9803 0.3302 -0.1 0.0 -0.2 0.0840

=====

# 9
13
Properties=species:S:1:pos:R:3:forces:R:3:lowdin_charge:R:1 method="wB97M-V/def2-TZVPD" orbital_gap_ev=10.0553 total_charge=+1
C 1.5553 0.1949 0.9345 2.5 -2.8 -4.2 0.0104
C 1.0469 0.3725 -0.4563 -2.7 0.1 0.4 -0.0463
N -2.2586 -0.2973 0.0454 -1.2 0.3 0.9 0.0449
N 0.3928 -0.5764 -1.0589 1.8 0.3 0.9 0.2170
F -1.9844 0.9861 -0.4967 0.3 0.3 -0.2 -0.1774
H 2.6006 0.5173 0.7532 0.0 -0.4 0.6 0.1264
H 1.5029 -0.8676 1.2091 0.2 0.4 0.0 0.1102
H 1.2256 0.7631 1.6862 -1.8 2.6 2.5 0.0557
H 1.0142 1.3725 -0.9327 0.4 -0.8 0.1 0.1685
H -3.2932 -0.3183 -0.0871 0.8 -0.3 0.0 0.1072
H -2.1863 -0.0837 1.0601 0.0 -0.3 -0.6 0.0949
H 0.3246 -1.5025 -0.6618 -0.1 -0.1 0.5 0.1460
H 0.0597 -0.5606 -1.9950 -0.4 0.7 -0.9 0.1424

=====

# 10
12
Properties=species:S:1:pos:R:3:forces:R:3:lowdin_charge:R:1 method="wB97M-V/def2-TZVPD" orbital_gap_ev=9.0505 total_charge=0 smiles="C=CN.N"
N -2.5710 3.1439 1.1800 -1.2 1.0 -1.5 0.0267
H -2.5110 2.3836 1.7859 0.4 -1.3 1.3 -0.0248
H -2.8423 2.7738 0.2755 -0.1 0.1 0.1 0.0072
H -1.6998 3.5969 1.0377 0.9 0.2 0.2 -0.0085
C 0.9059 -0.3697 0.3111 3.6 -1.1 0.7 -0.0447
C 1.5408 -1.4042 -0.3051 -3.6 2.4 -1.7 -0.3091
N 0.7159 -2.1058 -1.1920 1.6 -1.8 -3.0 -0.0451
H 0.0436 0.1241 -0.0398 -1.3 -0.1 0.2 0.0281
H 1.5765 0.0718 1.0210 -0.2 1.0 0.3 0.0260
H 2.5879 -1.3310 -0.5644 0.4 -1.0 1.1 0.1028
H -0.1843 -1.6134 -1.5051 2.1 -1.2 0.5 0.1106
H 1.3354 -2.6290 -1.9635 -2.6 1.7 2.0 0.1306

=====

# 11
13
Properties=species:S:1:pos:R:3:forces:R:3:lowdin_charge:R:1 method="wB97M-V/def2-TZVPD" orbital_gap_ev=10.6572 total_charge=0 smiles="CC(N)=O.N"
O -0.3623 1.7692 0.9966 0.3 -0.5 0.5 0.0272
C 0.1524 0.9869 1.7834 -0.2 0.2 -0.4 -0.6041
N 0.5115 -0.2794 1.4154 0.1 -0.5 -0.1 0.1293
C 0.4427 1.3319 3.2277 0.0 0.4 0.4 -0.0255
H 0.9418 -0.9315 2.0758 -0.4 0.5 -0.6 0.1068
H 0.3390 -0.5691 0.4495 0.2 0.2 0.8 0.1154
H 0.1189 2.3678 3.4245 0.2 -0.5 -0.2 0.0856
H 1.5219 1.2540 3.4417 -0.4 0.0 -0.1 0.0826
H -0.1010 0.6576 3.9105 0.2 0.2 -0.3 0.0826
N -0.7699 -1.8385 -5.0052 -0.2 0.3 -0.3 -0.0153
H -0.1716 -1.6255 -5.8097 -0.3 -0.1 0.4 0.0049
H -0.9597 -0.9496 -4.5314 0.1 -0.4 -0.3 0.0056
H -1.6636 -2.1738 -5.3789 0.4 0.2 0.2 0.0049

=====

# 12
13
Properties=species:S:1:pos:R:3:forces:R:3:lowdin_charge:R:1 method="wB97M-V/def2-TZVPD" orbital_gap_ev=9.3564 total_charge=0 smiles="C=O.NCN"
O -1.1345 -1.7797 -0.3275 0.2 -0.1 0.1 -0.0174
C -0.4386 -2.7046 -0.0054 -0.8 -0.6 -0.3 -0.1329
H 0.3759 -3.0844 -0.6403 0.3 0.3 0.0 0.0857
H -0.6700 -3.3259 0.8810 0.1 0.3 0.1 0.0853
N -0.0816 1.3567 1.2483 -0.1 0.1 -0.2 -0.0115
C 0.6178 0.7628 0.1035 0.4 1.5 0.1 -0.3740
N 0.3487 1.2613 -1.2417 -0.1 -0.5 0.0 -0.0025
H 0.0776 2.3632 1.2562 -0.2 -0.3 0.1 0.0548
H -1.0839 1.1929 1.2203 0.1 0.0 -0.1 0.0550
H 1.6712 0.9944 0.2863 0.0 -0.4 0.0 0.1021
H 0.4332 -0.2912 0.1227 0.2 -0.3 -0.1 0.0516
H -0.5722 0.9939 -1.5521 -0.2 0.0 -0.1 0.0502
H 0.4564 2.2608 -1.3513 0.0 0.0 0.2 0.0537

=====

# 13
13
Properties=species:S:1:pos:R:3:forces:R:3:lowdin_charge:R:1 method="wB97M-V/def2-TZVPD" orbital_gap_ev=9.4190 total_charge=0
C 0.1073 1.0325 -0.4045 -1.5 5.4 11.7 -0.2146
C 1.3155 0.3253 0.2696 -0.2 -2.8 6.0 -0.2843
H -1.9874 -1.5457 0.5322 0.9 2.3 0.8 0.1013
H -1.4411 -1.4538 -0.7937 -0.2 -1.0 -6.0 -0.0085
H -2.3168 1.0079 -0.2022 5.0 -1.6 0.6 0.2141
H 0.1080 2.3897 -0.2268 -0.1 -4.6 -0.6 0.2120
H 0.2856 0.7554 -1.2419 1.7 -2.4 -11.2 -0.0302
H 2.1985 0.8245 0.7029 0.1 0.6 -2.0 0.0786
H 1.2843 -0.1916 1.5619 -1.5 1.9 -3.1 0.1815
H 1.3084 -1.7382 0.0970 0.3 2.8 -1.0 0.1233
N -1.2811 -0.9867 -0.0151 0.6 1.4 5.4 -0.0452
N -1.1490 0.4678 0.1258 -5.7 0.0 -0.3 -0.1722
O 1.5679 -0.8872 -0.4052 0.5 -1.8 -0.3 -0.1559

=====

# 14
13
Properties=species:S:1:pos:R:3:forces:R:3:lowdin_spin:R:1 method="wB97M-V/def2-TZVPD" orbital_gap_ev="10.0040 / 6.9882" total_charge=+1 spin_multiplicity=2 s_squared=0.755
C -2.2949 0.0358 0.1064 0.2 -0.3 1.5 0.0021
O -0.9926 0.5084 0.4780 0.7 -0.2 -0.3 0.0537
H -3.0270 0.2978 0.8717 0.1 -0.2 0.1 0.0014
H -2.5575 0.5766 -0.7536 -0.3 0.5 -1.3 0.0001
H -2.3002 -1.0409 -0.0621 -0.1 0.0 -0.1 0.0009
N 1.2562 -0.9628 0.7802 0.0 -0.2 -0.3 0.7267
C 2.0547 -0.1614 0.0747 0.3 -0.6 0.8 0.0952
N 1.6892 0.4720 -0.9749 -0.3 1.9 -0.6 0.0766
H -0.6891 0.1255 1.3103 -0.5 0.1 0.1 -0.0006
H 0.8233 -1.6990 0.2103 -0.1 -0.1 0.3 0.0203
H 3.0641 0.0059 0.4554 0.0 -0.1 0.0 0.0204
H 0.7082 0.5867 -1.2268 -0.1 -0.5 0.1 0.0012
H 2.2655 1.2554 -1.2696 0.2 -0.3 -0.2 0.0018

=====

# 15
14
Properties=species:S:1:pos:R:3:forces:R:3:lowdin_charge:R:1 method="wB97M-V/def2-TZVPD" orbital_gap_ev=10.5361 total_charge=0 smiles="NCC(N)=O.O"
N 1.6457 1.9345 -0.2148 -2.6 1.8 -0.4 -0.0299
C 2.3292 0.9325 -0.9940 3.5 1.0 -1.5 -0.2613
C 1.3657 -0.1918 -1.0899 -1.9 -0.6 1.5 -0.5460
N 1.1401 -0.8043 0.1526 -0.2 -0.7 -3.4 0.1552
O 0.5955 -0.3301 -2.0194 0.6 -0.4 -0.3 0.0479
H 0.6367 1.8983 -0.5746 1.6 0.0 1.0 0.1111
H 1.8752 2.9020 -0.5283 0.4 -1.1 0.4 0.0861
H 3.3713 0.6876 -0.5490 -1.8 0.1 -0.3 0.1373
H 2.5946 1.3642 -2.0042 -0.5 -1.0 0.7 0.1257
H 1.5771 -0.3406 0.8846 0.4 0.5 1.9 0.0599
H 0.2747 -1.3370 0.2057 0.5 0.4 0.4 0.1142
H -5.3448 -2.1988 2.6253 -0.9 1.7 2.2 0.0798
H -5.8477 -0.7371 2.6219 0.2 -1.7 2.0 0.0712
O -5.6964 -1.4942 3.3016 0.7 0.0 -4.2 -0.1510

=====

# 16
14
Properties=species:S:1:pos:R:3:forces:R:3:lowdin_charge:R:1 method="wB97M-V/def2-TZVPD" orbital_gap_ev=9.9789 total_charge=0 smiles="NCC(N)=O.O"
N 1.5537 0.0155 -0.8978 0.7 1.3 0.2 0.0160
C 0.8993 0.1304 0.3892 -0.2 -0.5 -0.8 -0.1928
C -0.4905 0.7193 0.2030 -0.6 -1.0 2.0 -0.4834
N -0.7358 1.9947 0.5716 0.7 0.2 -0.3 0.1796
O -1.4410 -0.0446 0.0478 0.0 1.0 -0.7 0.0233
H 2.5390 0.1946 -0.8362 0.1 -0.3 -0.3 0.0595
H 1.2801 -0.6557 -1.5883 -0.2 -0.4 0.4 0.0732
H 0.7522 -0.8342 0.8849 -0.2 0.0 0.0 0.1135
H 1.4980 0.7218 1.0790 0.1 0.3 -0.3 0.1154
H -0.0763 2.7457 0.5460 0.4 -0.1 0.0 0.1057
H -1.6890 2.2490 0.6199 -0.9 0.3 -0.2 0.0978
H -1.3113 -1.6445 -0.2243 0.0 0.9 0.2 -0.0529
H -1.7572 -3.0346 -0.5962 0.2 -0.2 0.1 0.0288
O -1.0213 -2.5574 -0.1988 0.0 -1.3 -0.3 -0.0837

=====

# 17
14
Properties=species:S:1:pos:R:3:forces:R:3:lowdin_charge:R:1 method="wB97M-V/def2-TZVPD" orbital_gap_ev=9.8938 total_charge=0 smiles="NCC(N)=O.O"
N -0.8011 0.9841 -1.3438 -1.5 -1.1 0.0 0.0079
C -0.9905 -0.5481 -1.4247 -0.2 1.5 0.3 -0.1438
C -0.4240 -1.2423 -0.2093 -0.9 -2.9 3.6 -0.5136
N 0.7951 -1.0008 0.3453 1.8 0.8 -0.3 0.1365
O -1.1257 -2.0320 0.4664 0.1 1.2 -1.8 -0.0123
H -0.4123 1.2327 -0.4586 1.1 -0.3 0.7 0.0217
H -1.7155 1.4000 -1.1665 -0.2 -0.2 -0.7 0.0587
H -2.0478 -0.9234 -1.4614 0.9 0.8 0.1 0.1282
H -0.5430 -0.7859 -2.3719 0.5 -0.7 -0.2 0.0937
H 1.5053 -0.5616 -0.1859 0.4 0.8 -0.7 0.0796
H 1.2479 -1.3387 1.2227 -1.9 -0.2 -1.1 0.1363
H 0.7170 1.7841 2.0888 0.4 -0.2 0.3 0.0346
H 2.1473 1.3661 2.6498 -1.0 0.5 -1.0 0.0593
O 1.6473 1.6658 1.8491 0.6 -0.3 0.8 -0.0869

=====

# 18
14
Properties=species:S:1:pos:R:3:forces:R:3:lowdin_charge:R:1 method="wB97M-V/def2-TZVPD" orbital_gap_ev=9.0080 total_charge=0 smiles="N[C@H](O)C=O.N"
C 0.1186 0.5820 1.2173 1.3 -0.1 -1.1 -0.4636
C -0.8772 0.3590 0.0520 -3.9 -1.5 4.6 -0.2013
N 0.0062 -1.5671 -1.6811 -1.2 2.8 -0.4 -0.0265
N 1.0613 1.6397 0.9144 0.3 -0.1 0.2 0.0523
O -1.5026 -0.7083 0.0411 1.1 2.0 -0.7 -0.0031
O 0.7983 -0.5912 1.5208 0.2 -0.4 -0.2 -0.0076
H 0.5796 -1.2602 0.8497 -0.1 0.1 0.1 0.0797
H -0.4236 0.8938 2.1251 -0.5 0.0 -0.5 0.1556
H -0.9851 -1.6853 -1.8840 0.2 -0.3 0.4 0.0001
H 0.4635 -2.4292 -1.9853 0.8 1.5 -0.9 0.0224
H 1.5903 1.4022 0.0821 0.0 0.1 0.0 0.0764
H 0.5917 2.5215 0.7779 0.0 0.2 0.0 0.0660
H 0.0717 -0.4297 -1.9444 1.2 -4.7 0.0 0.1212
H -1.4926 1.2729 -0.0857 0.6 0.2 -1.5 0.1284

=====

# 19
15
Properties=species:S:1:pos:R:3:forces:R:3:lowdin_charge:R:1 method="wB97M-V/def2-TZVPD" orbital_gap_ev="7.1368 / 7.1357" total_charge=0
C 2.0120 -0.7714 0.0995 -3.1 -0.2 -2.0 -0.0850
C -2.0446 0.4999 -1.8608 0.6 -3.0 -1.3 -0.2125
N 0.5178 -0.3063 1.7638 -1.0 -0.2 0.5 0.0552
N 1.1173 0.1176 0.7443 1.4 1.2 -0.1 -0.1348
O -0.9111 -1.5268 -0.6641 0.7 -0.2 -0.4 -0.4861
O -1.9197 0.1415 0.7528 0.2 0.9 0.2 -0.4662
S -1.0462 -0.0682 -0.4300 -0.9 -0.8 -1.0 0.6481
H 2.3782 -1.5432 0.7256 0.6 -0.7 0.5 0.0781
H 1.1622 -1.2185 -0.6137 2.0 0.0 0.7 0.1135
H 2.7126 -0.1724 -0.4492 0.5 -0.2 -0.3 0.0819
H -2.9037 -0.2229 -1.8236 -0.2 1.6 0.7 0.0638
H -2.0758 1.5837 -1.8203 -0.7 -0.2 -0.3 0.0399
H -1.6545 -0.0007 -2.8367 0.4 1.6 1.6 0.0813
H -0.3218 0.2533 1.8083 -1.0 0.4 1.3 0.0727
H 0.3020 -1.2968 1.9258 0.6 -0.2 -0.2 0.1503

=====

# 20
16
Properties=species:S:1:pos:R:3:forces:R:3:lowdin_charge:R:1 method="wB97M-V/def2-TZVPD" orbital_gap_ev=9.5767 total_charge=0
C 0.1917 -1.2371 -0.5083 0.5 1.1 -0.1 -0.3052
C 0.0245 0.2825 -0.4757 -0.7 -0.3 1.0 -0.2599
N 0.9821 1.1898 -0.7572 2.4 -0.2 -0.6 0.0803
N -0.7771 -1.9675 0.2026 -0.5 -0.2 -2.6 0.0227
O 0.1993 -0.5930 2.6257 -0.3 0.0 -0.8 -0.3648
O 0.1520 1.7966 2.0325 -0.9 -1.1 -0.4 -0.4100
O -2.0044 0.4695 2.1888 1.1 -0.5 -0.6 -0.2409
S -0.3662 0.4370 1.7668 0.5 1.8 0.8 0.6894
H 0.1967 -1.4786 -1.5487 0.0 -0.4 -1.0 0.1110
H 1.1292 -1.4950 -0.1129 1.6 -0.2 0.4 0.1091
H -0.9899 0.5623 -0.8702 1.0 0.1 0.7 0.1485
H 2.0649 1.2092 -0.7875 -2.8 -1.3 0.7 0.1787
H 0.6934 2.0956 -1.0100 -0.7 1.0 -0.1 0.0832
H -2.2537 1.3880 2.3179 0.1 0.4 0.0 0.0486
H -1.6616 -1.5674 -0.0065 -1.1 -0.3 0.8 0.0731
H -0.5176 -2.1528 1.1171 -0.1 0.0 2.0 0.0362

=====

Relative energy (zero: lowest compared OMol25 entry of this formula, charge and spin) per entry: 23.2 16.5 0.8 73.9 11.5 72.7 19.4 14.5 41.4 42.0 7.2 47.4 187.2 44.5 35.1 17.7 34.2 85.7 75.9 37.8 kcal per mole